{
  "formula": "C8H15N2OP",
  "method": "the ωB97M-V functional and the def2-TZVPD basis",
  "smiles": "O=P1(C2=CCCCC2)NCCN1",
  "e_above_lowest_kcal_mol": 3.75,
  "energy_ha": -839.8973,
  "lumo_energy_ev": 0.83,
  "species": ["O", "P", "C", "C", "C", "C", "C", "C", "N", "C", "C", "N", "H", "H", "H", "H", "H", "H", "H", "H", "H", "H", "H", "H", "H", "H", "H"],
  "positions_angstrom": [[-2.407347, -2.480191, 0.657096], [-2.014229, -1.159226, 0.160292], [0.133404, -0.731498, 0.142124], [0.596927, 0.403572, 0.655289], [2.072473, 0.845790, 0.431745], [2.959104, -0.344091, 0.137305], [2.324708, -1.045058, -1.005737], [0.904372, -1.650073, -0.728487], [-2.631825, -0.553266, -1.320510], [-2.520542, 0.852893, -1.220228], [-2.503250, 1.373318, 0.222347], [-2.479460, 0.160424, 1.040486], [-0.200401, 0.922228, 1.253816], [2.032434, 1.665824, -0.370605], [2.462564, 1.368903, 1.317398], [4.026551, 0.031048, -0.050064], [2.983532, -0.854151, 1.093775], [2.991870, -1.804118, -1.250387], [2.385735, -0.253476, -1.816659], [1.082154, -2.493615, -0.011359], [0.357692, -1.851208, -1.653527], [-2.908102, -1.237910, -1.982857], [-3.310462, 1.201227, -1.754082], [-1.480206, 1.068225, -1.571490], [-1.623144, 1.982789, 0.307360], [-3.413350, 1.893346, 0.534561], [-2.881945, 0.181771, 1.976697]],
  "forces_ev_per_a": [[0.1, -0.3, -0.3], [2.6, 1.2, 0.2], [-3.3, -0.1, -1.1], [-0.6, -0.2, 0.5], [-1.3, 2.0, 0.5], [0.6, 2.1, 0.9], [-0.5, 0.7, -1.1], [1.7, 0.6, 1.3], [1.3, -2.7, 4.1], [3.0, -0.1, -0.7], [-1.5, -1.4, 0.8], [0.1, 0.6, 0.7], [1.5, 0.1, -0.4], [0.3, -1.3, 0.7], [-0.3, -0.1, -0.1], [-1.4, -0.7, -0.1], [0.1, -0.8, 0.0], [0.9, -1.7, -1.1], [-0.6, -1.2, 0.4], [-0.3, -0.2, -1.4], [0.2, -0.5, 0.3], [-0.4, 0.4, -1.0], [-1.8, 2.0, -1.9], [-1.1, 0.8, -0.5], [0.2, 0.5, 0.4], [0.2, 0.4, -0.5], [0.4, -0.3, -0.7]],
  "mulliken_charge": [-0.73, 0.62, -0.10, -0.41, -0.76, -0.63, -0.76, -0.31, -0.26, -0.52, -0.58, -0.25, 0.56, 0.23, 0.33, 0.29, 0.32, 0.38, 0.25, 0.25, 0.34, 0.21, 0.43, 0.23, 0.22, 0.45, 0.19]
}